# C11H8IO9P2

2 unconnected molecules or ions with the total composition C11H8IO9P2 (ωB97M-V with the def2-TZVPD basis set, the Open Molecules 2025 dataset).

Cartesian coordinates (Å):
O 2.3604 -3.0054 -0.6767
C 2.1219 -1.7704 -0.7898
C 3.1601 -0.8309 -1.1510
C 3.0338 0.4873 -0.8824
C 1.8499 1.0540 -0.2569
O 1.8781 2.1898 0.2083
C 0.6770 0.1842 -0.2981
C -0.6020 0.6846 -0.0818
C -1.7589 -0.1191 -0.1468
P -3.2113 0.8127 0.1702
O -4.1412 0.7132 -1.2455
I -4.6336 -0.5515 1.7998
C -1.5934 -1.5154 -0.4539
C -2.7435 -2.4850 -0.5666
O -3.9350 -1.9410 -1.0966
O -3.7110 -1.7546 -2.4949
C -0.3201 -2.0265 -0.6602
C 0.8258 -1.2102 -0.5801
H 4.0366 -1.2325 -1.6359
H 3.8096 1.1974 -1.1245
H -0.7198 1.7366 0.1432
H -4.6122 1.5503 -1.2553
H -2.4164 -3.2917 -1.2240
H -2.9864 -2.9405 0.3897
H -4.0021 -0.8359 -2.5838
H -0.2047 -3.0758 -0.8834
O 4.5302 3.7587 2.2841
P 3.5653 3.5985 3.4717
O 4.2439 3.9848 4.8018
O 3.1501 2.1175 3.5603
O 2.3491 4.5168 3.2592

## Properties
Highest occupied orbital energy = 0.11908 Eh
Total charge = -3
Gap between HOMO and LUMO = 2.18 eV

Results of the natural (NBO) charge analysis, in e, for atoms 1 through 5: -0.750, 0.373, -0.264, -0.261, 0.425

# C20H9Cl4N5O6Ru

A molecular structure, C20H9Cl4N5O6Ru (ωB97M-V with the def2-TZVPD basis set, the Open Molecules 2025 dataset).

Cartesian coordinates (Å):
Ru 0.4016 -0.2260 0.0124
O 2.7316 0.0930 6.6333
C 1.5221 0.0749 6.3436
O 0.5191 0.1557 7.0785
C 1.2134 -0.0148 4.8327
C -0.1037 -0.0514 4.3783
C -0.3624 -0.1074 3.0283
N 0.6273 -0.1323 2.1265
C 1.9107 -0.1019 2.5388
C 2.2254 -0.0476 3.8792
C 2.9378 -0.1184 1.4227
O 4.1212 -0.0733 1.6553
O 2.4352 -0.1756 0.1954
H -0.8926 -0.0287 5.1174
H -1.3683 -0.1374 2.6263
H 3.2591 -0.0216 4.1955
Cl 0.0991 4.7890 -0.1556
C 0.1979 3.7528 -1.5206
C 0.2321 4.2652 -2.8178
C 0.3101 3.4244 -3.9017
Cl 0.3492 4.1261 -5.4903
C 0.3510 2.0242 -3.7535
C 0.4166 1.0965 -4.7997
C 0.4463 -0.2467 -4.4944
C 0.4032 -0.6654 -3.1704
N 0.3325 0.1853 -2.1547
C 0.3197 1.5135 -2.4254
C 0.2528 2.3702 -1.2890
O 0.2307 1.8625 -0.0967
H 0.2002 5.3327 -2.9825
H 0.4433 1.4326 -5.8262
H 0.5020 -0.9875 -5.2791
H 0.4137 -1.7114 -2.8924
Cl -4.8412 -1.8757 0.4012
C -4.3451 -0.2346 -0.0065
Cl -2.6100 -0.1245 -0.3728
H -4.5427 0.4132 0.8400
H -4.8809 0.0848 -0.8929
O 0.1078 -2.2451 0.0450
N -0.3424 -3.0047 -0.9590
C -0.7626 -4.1800 -0.5972
C -1.2384 -5.0600 -1.6395
N -1.6237 -5.7671 -2.4591
C -0.7883 -4.6304 0.7743
N -0.8108 -5.0273 1.8521

## Properties
Multiplicity = 6
Highest occupied orbital energy (spin up / spin down) = -0.20414 / -0.20406 Eh
Expectation value of S² = 8.76
Total charge = -1
ΔE to the lowest compared entry with this formula, charge and spin = 0.0 kcal per mole
Gap between HOMO and LUMO (spin up / spin down) = 6.49 / 5.47 eV

Results of the natural (NBO) charge analysis, in e, for atoms 1 through 5: 1.766, -0.729, 0.722, -0.742, -0.022

# C12H10AgF3N2O3S

A molecular structure, C12H10AgF3N2O3S (ωB97M-V with the def2-TZVPD basis set, the Open Molecules 2025 dataset).

Cartesian coordinates (Å):
Ag -1.3841 -0.3722 -1.0118
N -1.5095 1.4437 -2.1150
C -0.5593 2.3224 -1.4044
C -1.1014 3.3336 -0.5913
C -0.2881 4.2201 0.1609
C 1.1013 4.1548 -0.0397
C 1.6477 3.0594 -0.7267
C 0.8336 2.1347 -1.4043
S 2.1161 5.4000 0.7167
O 1.2983 6.2400 1.5611
O 3.1229 4.6351 1.4721
O 2.4706 5.9877 -0.5522
H -2.4372 1.8800 -2.1594
H -1.2959 1.3479 -3.1277
H -2.2000 3.4744 -0.5741
H -0.6401 4.9801 0.8305
H 2.7426 2.9916 -0.6732
H 1.3667 1.3210 -1.9718
F 1.2333 -5.6759 2.4538
C 0.2431 -5.8835 1.5817
F 0.7339 -6.7926 0.6833
F -0.7355 -6.5963 2.1999
C -0.2722 -4.5852 1.0321
C 0.0243 -3.4017 1.6939
C -0.3387 -2.2120 1.0768
N -1.0333 -2.2126 -0.1288
C -1.4571 -3.3493 -0.6805
C -1.1125 -4.5686 -0.0671
H 0.6850 -3.2041 2.5926
H -0.0433 -1.2120 1.5585
H -1.8890 -3.3685 -1.7247
H -1.3222 -5.4918 -0.6615

## Properties
Highest occupied orbital energy = -0.28093 Eh
Total charge = 0
Gap between HOMO and LUMO = 5.62 eV

Results of the natural (NBO) charge analysis, in e, for atoms 1 through 5: 0.746, -0.892, 0.060, -0.263, -0.177

# C4H7NO2

A single C4H7NO2 molecule (ωB97M-V with the def2-TZVPD basis set, the Open Molecules 2025 dataset).

Cartesian coordinates (Å):
O -1.3151 -1.5461 -1.1799
C -1.4706 -0.3447 -1.2156
N -0.4627 0.6103 -0.9770
C -0.3352 1.1043 0.5023
C 0.5318 -0.1306 0.6922
O 1.4908 -0.1957 1.6958
C 0.8677 -0.0335 -0.7902
H -2.4348 0.0953 -1.5223
H -1.1685 1.2220 1.2068
H 0.1683 2.0630 0.4185
H -0.1814 -0.9619 0.7611
H 1.6119 -1.1367 1.8729
H 1.0278 -0.9619 -1.3359
H 1.6563 0.6971 -1.0054

## Properties
Highest occupied orbital energy = -0.35382 Eh
Total charge = 0
ΔE to the lowest compared entry with this formula, charge and spin = 57.8 kcal per mole
Gap between HOMO and LUMO = 10.36 eV
SMILES = O=CN1CC(O)C1

Results of the natural (NBO) charge analysis, in e, for atoms 1 through 5: -0.568, 0.533, -0.460, -0.227, 0.067

# C8H9NO2

2 unconnected molecules or ions with the total composition C8H9NO2 (ωB97M-V with the def2-TZVPD basis set, the Open Molecules 2025 dataset).

Cartesian coordinates (Å):
C -1.4581 2.1089 0.6775
C -0.0629 2.0168 0.7857
C -2.2014 0.9715 0.4702
C 0.5720 0.8135 0.6629
C -1.5807 -0.2661 0.3224
C -0.1631 -0.3849 0.4449
C 2.5093 -1.1561 -0.6532
C 0.3862 -1.6554 0.3119
N -0.7600 -1.1648 -2.3299
O -1.6116 -0.4849 -1.8924
O 1.6387 -2.0372 0.0268
H -1.9402 3.0670 0.7874
H 0.5144 2.9077 0.9877
H -3.2779 1.0283 0.4087
H 1.6387 0.7675 0.8089
H -2.1739 -1.1688 0.2992
H 3.1199 -1.7783 -1.3084
H 3.1638 -0.6288 0.0457
H 1.9479 -0.4368 -1.2543
H -0.2613 -2.5191 0.3984

## Properties
Highest occupied orbital energy (spin up / spin down) = -0.23973 / -0.30251 Eh
Total charge = 0
ΔE to the lowest compared entry with this formula, charge and spin = 104.8 kcal per mole
Gap between HOMO and LUMO (spin up / spin down) = 6.70 / 7.96 eV

Results of the natural (NBO) charge analysis, in e, for atoms 1 through 5: -0.227, -0.219, -0.211, -0.205, -0.163

# Cl2H2NOP

A single Cl2H2NOP molecule (ωB97M-V with the def2-TZVPD basis set, the Open Molecules 2025 dataset).

Cartesian coordinates (Å):
N 0.2681 -0.3529 -0.7481
P -1.0338 0.1107 -0.0571
O -0.7809 0.2603 1.4842
Cl -1.9865 1.7648 -0.5660
Cl -2.9808 -1.3243 -0.0997
H 0.2242 -0.4496 -1.7469
H 0.1098 -0.0785 1.6265

## Properties
Highest occupied orbital energy = -0.38850 Eh
Total charge = 0
ΔE to the lowest compared entry with this formula, charge and spin = 14.0 kcal per mole
Gap between HOMO and LUMO = 9.86 eV
SMILES = N=P(O)(Cl)Cl

Results of the natural (NBO) charge analysis, in e, for atoms 1 through 5: -1.242, 1.882, -0.959, -0.194, -0.417

# C42H34O16

7 unconnected molecules or ions with the total composition C42H34O16 (ωB97M-V with the def2-TZVPD basis set, the Open Molecules 2025 dataset).

Cartesian coordinates (Å):
C 5.1524 1.4179 0.4010
C 4.3480 0.0675 -0.0325
O 3.3383 -0.1513 0.9914
C 2.1198 -0.5965 0.4487
O 2.1687 -1.4834 -0.4457
O 0.9364 -0.0584 0.9695
C -0.2342 -0.6667 0.3998
C -1.4031 0.5867 0.4922
C -0.7887 2.1172 0.1418
O -1.2083 1.5683 1.6079
H 4.4288 2.2770 0.6546
H 5.7906 1.1566 1.3146
H 5.8689 1.7187 -0.4476
H 5.1068 -0.7860 -0.0522
H 3.9463 0.1944 -1.0869
H -0.2078 -0.8160 -0.7233
H -0.6731 -1.5273 0.9948
H -2.5032 0.3336 0.1128
H -1.0515 3.1096 0.6169
H -1.6900 2.2102 -0.6096
O -5.6502 -2.3586 -5.2242
C -4.8807 -1.7475 -4.5068
C -4.1263 -0.5797 -5.0086
C -3.2816 0.0879 -4.2219
C -3.0655 -0.3108 -2.8149
O -2.2942 0.3021 -2.0966
C -3.8199 -1.4790 -2.3126
C -4.6643 -2.1463 -3.0990
H -4.2970 -0.3009 -6.0410
H -2.7196 0.9455 -4.5730
H -3.6493 -1.7583 -1.2800
H -5.2255 -3.0033 -2.7483
O 1.8855 4.3447 3.2353
C 1.2416 3.9265 4.1783
C 1.3536 4.5429 5.5180
C 0.6488 4.0823 6.5519
C -0.2751 2.9377 6.4027
O -0.9200 2.5190 7.3481
C -0.3870 2.3217 5.0642
C 0.3173 2.7815 4.0297
H 2.0340 5.3805 5.6097
H 0.7186 4.5205 7.5397
H -1.0675 1.4840 4.9725
H 0.2467 2.3422 3.0425
O 7.4839 -0.8349 0.0852
C 7.8857 -1.6638 0.8811
C 6.9869 -2.2505 1.8982
C 7.4285 -3.1567 2.7709
C 8.8346 -3.6146 2.7577
O 9.2361 -4.4425 3.5526
C 9.7331 -3.0278 1.7406
C 9.2915 -2.1215 0.8679
H 5.9601 -1.9050 1.8939
H 6.7849 -3.5962 3.5226
H 10.7594 -3.3733 1.7452
H 9.9350 -1.6820 0.1162
O -4.6950 -5.4144 -9.6101
C -5.6395 -4.6808 -9.3862
C -5.8390 -4.0700 -8.0549
C -6.8754 -3.2680 -7.8099
C -7.8686 -2.9541 -8.8594
O -8.8132 -2.2205 -8.6360
C -7.6695 -3.5649 -10.1914
C -6.6328 -4.3669 -10.4361
H -5.1026 -4.3094 -7.2978
H -7.0364 -2.8140 -6.8424
H -8.4061 -3.3254 -10.9484
H -6.4709 -4.8222 -11.4051
O -1.2998 2.7975 -5.2517
C -1.1256 3.7280 -4.4848
C -0.5571 3.5159 -3.1372
C -0.3693 4.5361 -2.2966
C -0.7200 5.9207 -2.6784
O -0.5473 6.8497 -1.9134
C -1.2885 6.1322 -4.0274
C -1.4762 5.1130 -4.8668
H -0.3048 2.4956 -2.8732
H 0.0450 4.3987 -1.3052
H -1.5407 7.1518 -4.2912
H -1.8907 5.2499 -5.8578
O -0.3486 -3.6722 7.0900
C -0.1789 -2.7483 7.8639
C 0.3909 -2.9699 9.2103
C 0.5747 -1.9578 10.0587
C 0.2184 -0.5707 9.6889
O 0.3886 0.3518 10.4630
C -0.3515 -0.3488 8.3423
C -0.5350 -1.3621 7.4944
H 0.6469 -3.9909 9.4647
H 0.9899 -2.1020 11.0484
H -0.6085 0.6734 8.0860
H -0.9501 -1.2184 6.5046

## Properties
Highest occupied orbital energy = -0.32643 Eh
Total charge = 0
Gap between HOMO and LUMO = 6.63 eV
SMILES = CCOC(=O)OC[C@@H]1CO1.O=C1C=CC(=O)C=C1.O=C1C=CC(=O)C=C1.O=C1C=CC(=O)C=C1.O=C1C=CC(=O)C=C1.O=C1C=CC(=O)C=C1.O=C1C=CC(=O)C=C1

Results of the Mulliken charge analysis, in e, for atoms 1 through 5: -0.857, -0.149, -0.270, 0.471, -0.579

# H4N2OS

2 unconnected molecules or ions with the total composition H4N2OS (ωB97M-V with the def2-TZVPD basis set, the Open Molecules 2025 dataset).

Cartesian coordinates (Å):
N -0.6040 1.5324 -0.3894
N -1.0838 -0.8073 0.2453
O 1.8077 -0.8352 -0.1285
S -0.0773 0.4681 0.5448
H -0.4603 2.5297 -0.0698
H -0.5754 -1.5695 0.5523
H -1.5915 -0.9255 -0.6670
H 2.5847 -0.3927 -0.0878

## Properties
Highest occupied orbital energy (spin up / spin down) = -0.33076 / -0.33128 Eh
Total charge = 0
ΔE to the lowest compared entry with this formula, charge and spin = 62.9 kcal per mole
Gap between HOMO and LUMO (spin up / spin down) = 8.34 / 8.36 eV

Results of the natural (NBO) charge analysis, in e, for atoms 1 through 5: -1.009, -0.986, -1.050, 1.384, 0.399